This record from the OMol25 dataset describes 21 unconnected molecules or ions with the total composition H43NO20 at a distorted geometry. The level of theory is ωB97M-V/def2-TZVPD.

```
! RIJCOSX wB97M-V def2-TZVPD def2/J DEFGRID3
* xyz 0 1
O -3.43524 2.01050 0.34426
O 0.51308 0.69262 -4.43507
O 2.09797 -1.47246 0.66233
O -1.34672 0.48005 2.52300
O 4.26356 -2.75567 -2.36070
O 3.04776 1.84168 -1.21251
O -0.24878 -2.35260 1.74167
O 2.57532 0.70024 2.72297
O 5.39604 2.01030 0.04180
O 0.29798 -0.15531 4.62739
O -0.77119 1.73308 -2.36689
O -1.06811 2.92424 0.13152
O -3.43200 -2.69392 1.65642
O -3.44354 1.16380 -2.80864
O -1.94769 -2.89261 3.70473
O 0.66424 1.00149 0.82281
O 2.86758 -0.13399 -2.99776
O -3.55675 -0.57807 -0.27785
O -2.63216 -3.29337 -1.13114
O 1.44720 3.74757 -0.31013
N -0.36009 -1.20896 -0.90006
H -2.20812 0.42645 2.08887
H 0.50716 -1.72087 -1.02531
H -1.18748 -2.48870 3.21765
H -1.78714 2.36208 0.47174
H 0.05858 0.69800 4.25035
H 3.03886 1.42258 3.16809
H -3.57188 0.52977 -3.51971
H 0.09573 1.78287 0.58134
H 4.85083 2.74116 0.35091
H 3.56379 -0.79657 -2.93875
H -4.01109 -0.84787 -1.08716
H -2.59124 -2.88698 2.11531
H -1.73516 1.60032 -2.45502
H -2.56714 -3.13102 -0.18180
H 3.13716 0.67617 -2.50770
H 0.79002 0.00405 -3.80701
H 2.51652 2.66479 -1.22724
H -1.12935 -0.46475 2.47000
H -1.18861 2.83074 -0.83941
H -3.60376 1.22103 0.85465
H -1.06570 -1.68254 -1.45735
H 0.67408 -2.51792 1.47845
H 2.63845 1.42933 -0.43770
H 0.53434 3.85777 0.05194
H -4.08884 2.14667 -0.34456
H 1.28465 1.05227 -4.87157
H 3.83809 -2.31733 -1.61560
H 1.22074 -0.16823 4.33041
H -0.22467 -0.30668 -1.35223
H -3.15379 -4.10190 -1.10205
H -3.61120 0.91888 -1.89227
H -0.75247 -2.63101 0.96275
H 1.27123 -0.98797 0.81244
H 4.93719 1.91848 -0.82376
H -4.08150 -2.27203 2.23286
H 5.11666 -3.13720 -2.14604
H -0.37649 1.89329 -3.24418
H 1.84103 3.52383 0.54413
H -3.38488 -1.34976 0.28936
H 1.92767 1.13955 2.12809
H -1.38728 -3.17893 4.44059
H 0.08886 0.26600 1.04770
H 2.84769 -0.88642 0.81063
*
```

Lowest unoccupied orbital energy: -0.18 eV
Highest occupied orbital energy: -10.12 eV


This record from the OMol25 dataset describes 2 unconnected molecules or ions with the total composition C2H5F2P at a distorted geometry. The level of theory is ωB97M-V/def2-TZVPD.

```
! RIJCOSX wB97M-V def2-TZVPD def2/J DEFGRID3
* xyz 0 1
P -2.90082 1.25799 0.74096
F 1.13263 -1.51845 -1.56454
F 1.35825 0.42090 -0.85654
C 2.74063 -1.17408 0.10245
C 1.79726 -0.77383 -0.66927
H 3.21663 -0.57009 0.96085
H -2.81546 1.65850 -0.51708
H -3.92739 0.47497 0.46820
H 3.09491 -2.20578 0.22262
H -3.69663 2.42987 1.11235
*
```

Lowest unoccupied orbital energy: 0.91 eV
Highest occupied orbital energy: -9.99 eV
SMILES string: C=C(F)F.P
ΔE to the lowest compared entry with this formula, charge and spin: 181.50 kJ/mol


This record from the OMol25 dataset describes 17 unconnected molecules or ions with the total composition H33O17 at a distorted geometry. The level of theory is ωB97M-V/def2-TZVPD.

```
! RIJCOSX wB97M-V def2-TZVPD def2/J DEFGRID3
* xyz -1 1
O 3.68235 2.25202 -2.68597
O 1.07601 2.92507 4.57990
O 1.67233 2.56600 1.10919
O -0.69165 3.13150 -3.46208
O 0.63926 1.68188 -1.03799
O -1.63138 -4.16193 2.72225
O -3.45183 3.80006 1.64349
O 0.27260 -2.53160 -5.71299
O 2.95469 -0.64891 -2.27164
O -0.47809 -3.29851 -2.81056
O 1.56580 -3.26365 -0.20329
O 3.59670 -0.25767 1.12396
O -5.24171 -0.27619 1.20633
O -2.25346 -1.26172 -0.03902
O 1.34908 -0.57067 0.13166
O -4.12728 0.70570 3.54500
O -0.02148 -0.19985 2.19142
H -1.42082 -3.24069 -2.40825
H 0.15770 -3.69993 -2.17661
H -3.50823 1.36774 3.36303
H 1.51462 1.66815 1.39591
H -3.00961 3.04696 1.05894
H 1.15836 2.20416 3.82977
H 3.57834 0.73128 0.95796
H -0.80320 -3.44878 2.83371
H 1.78877 3.55131 4.29901
H -2.07537 -3.54711 2.01003
H -0.58046 -3.03313 -5.65170
H 3.62741 1.40708 -2.93621
H 2.08275 -2.86612 -0.89762
H 0.42455 -0.34925 1.30135
H 0.49652 -0.28318 2.87775
H 1.13955 2.59099 0.25675
H -4.72346 0.13125 1.99032
H 0.09362 3.69441 -3.45408
H 4.48401 2.62385 -2.91671
H 1.39681 1.75040 -1.63426
H -1.52125 -0.69047 0.37078
H 0.93272 0.72950 -0.51995
H -5.71439 -0.98580 1.56776
H -0.33754 2.45499 -2.94924
H -4.87565 1.22753 3.69590
H -2.72578 4.46769 1.52503
H 0.74531 -1.13612 -0.33756
H 1.86979 -2.85801 0.54055
H 3.08428 -1.52541 -2.63139
H 2.92997 -0.92417 -1.34329
H 2.69268 -0.35079 0.85776
H 0.81399 -3.30658 -5.32547
H -2.62792 -1.99327 0.42036
*
```

Lowest unoccupied orbital energy: 2.38 eV
Highest occupied orbital energy: -7.13 eV
ΔE to the lowest compared entry with this formula, charge and spin: 441.10 kJ/mol